C4H5BrI2 | ωB97M-V with the def2-TZVPD basis set

Last column: Mulliken charge in e.
CARTESIAN COORDINATES (ANGSTROEM)
C: -1.05638 1.52337 -0.87430  -1.410
C: -0.68146 0.25608 -0.19736  0.329
I: -2.12817 -1.35304 -0.06262  0.022
C: 0.55228 0.02003 0.30404  -0.253
I: 2.28089 1.22674 0.06404  0.074
C: 1.07956 -1.51187 1.04091  -0.825
Br: 1.40615 -2.61047 -0.41129  -0.019
H: -0.90433 2.28809 -0.20651  0.415
H: -0.70799 1.47229 -1.84529  0.399
H: -2.09108 1.71464 -1.11640  0.413
H: 0.28557 -1.84495 1.67358  0.413
H: 1.96498 -1.18091 1.63119  0.441

The calculation puts the HOMO energy at -8.90 eV. The multiplicity is 1. For the electronic energy, the calculation gives -90470.789 eV. The SMILES is C/C(I)=C(\I)CBr. For the largest force on an atom, the calculation gives 0.101 hartree/bohr.

***

C4H5BrO2 | ωB97M-V with the def2-TZVPD basis set

Last column: Mulliken charge in e.
CARTESIAN COORDINATES (ANGSTROEM)
C: 1.10031 0.30238 -0.62209  0.691
C: -1.97675 1.02153 -0.98427  -0.326
C: -1.03866 -0.09609 -0.96886  0.193
C: 1.52354 -0.63556 0.43849  -1.043
O: 1.53572 1.27406 -1.12507  -0.394
O: -1.56444 0.36583 -2.12623  -0.355
Br: -1.47957 -1.91502 -0.40655  -0.211
H: -2.97193 0.86416 -0.80220  0.284
H: -1.72574 2.03662 -0.81150  0.204
H: 1.18375 -1.64732 0.06342  0.278
H: 1.02670 -0.41161 1.32692  0.338
H: 2.51571 -0.34742 0.81633  0.342

The calculation puts the HOMO energy at -8.58 eV. The multiplicity is 1. For the electronic energy, the calculation gives -78362.525 eV. For the largest force on an atom, the calculation gives 0.066 hartree/bohr.

***

C4H5BrO2 | ωB97M-V with the def2-TZVPD basis set

Last column: Mulliken charge in e.
CARTESIAN COORDINATES (ANGSTROEM)
C: 0.31522 -0.01343 -0.61249  -0.084
C: -2.17591 -1.98610 0.17936  0.164
C: -1.16894 -1.25882 0.78202  -0.193
C: 1.81884 1.75500 -0.25681  -0.588
O: -3.14276 -2.34349 0.87097  -0.502
O: 0.68650 1.02177 0.07122  -0.165
Br: -1.39308 -0.31796 2.33589  -0.013
H: 0.81363 -0.54438 -1.44237  0.313
H: -2.16637 -2.33369 -0.91676  0.289
H: 1.52706 2.78555 -0.09084  0.246
H: 2.12639 1.60790 -1.35562  0.294
H: 2.75943 1.62766 0.43542  0.239

The calculation puts the HOMO energy (spin up / spin down) at -8.20 / -7.62 eV. The multiplicity is 1. For the electronic energy, the calculation gives -78358.654 eV. For the largest force on an atom, the calculation gives 0.085 hartree/bohr.

***

C4H5BrO3S | ωB97M-V with the def2-TZVPD basis set

Last column: Mulliken charge in e.
CARTESIAN COORDINATES (ANGSTROEM)
C: -2.06501 0.52570 -0.56053  -0.840
S: -1.20063 -0.98751 -0.00702  1.130
O: -2.18091 -1.84793 0.56827  -0.585
O: -0.27069 -1.43234 -0.93334  -0.531
O: -0.39506 -0.47098 1.30695  -0.319
C: 0.80966 0.11582 1.33580  0.220
C: 1.59976 0.44178 0.31496  0.078
C: 2.68253 0.51853 -0.40042  -0.685
Br: 4.08304 -0.77814 -0.38999  -0.144
H: -2.47860 0.04076 -1.47989  0.310
H: -3.07540 0.63493 -0.05659  0.359
H: -1.49912 1.52759 -0.77746  0.296
H: 1.05850 0.44210 2.30271  0.408
H: 2.93190 1.26969 -1.22346  0.303

The calculation puts the HOMO energy at -9.63 eV. The multiplicity is 1. For the electronic energy, the calculation gives -91245.722 eV. The SMILES is CS(=O)(=O)OC=C=CBr. For the largest force on an atom, the calculation gives 0.078 hartree/bohr.

***

C4H5Cl | ωB97M-V with the def2-TZVPD basis set

Last column: Mulliken charge in e.
CARTESIAN COORDINATES (ANGSTROEM)
C: -0.67156 1.84791 -0.87974  -0.107
C: -0.74342 0.78617 -0.26660  -0.607
C: 0.99890 -0.91392 0.02877  -1.039
C: -0.26420 -0.29911 0.53005  0.325
Cl: -0.37414 0.10100 2.21284  -0.122
H: -1.04313 2.75014 -1.30189  0.384
H: 1.10114 -0.60910 -1.08266  0.304
H: 1.01263 -1.98251 0.13628  0.319
H: 1.85107 -0.23798 0.21614  0.357
H: -1.86729 -1.44259 0.40681  0.187

The calculation puts the HOMO energy (spin up / spin down) at -8.92 / -9.32 eV. The multiplicity is 1. For the electronic energy, the calculation gives -16745.494 eV. For the largest force on an atom, the calculation gives 0.067 hartree/bohr.

***

C4H5Cl2NO2S2 | ωB97M-V with the def2-TZVPD basis set

Last column: Mulliken charge in e.
CARTESIAN COORDINATES (ANGSTROEM)
C: -0.97020 -0.09856 1.57977  -0.158
C: -0.05843 0.94239 1.52494  -0.264
C: -1.54717 0.73284 -0.54908  -0.217
C: -1.79849 -0.21154 0.57988  0.283
N: 2.88424 -0.51527 -1.43877  -0.588
O: 1.48961 -0.67487 0.78646  -0.544
O: 0.33881 -1.00698 -1.48056  -0.683
S: -0.17327 1.78100 0.08960  -0.066
S: 1.31878 -0.31803 -0.65807  0.828
Cl: -3.00390 1.71381 -0.94679  -0.141
Cl: -3.08017 -1.29816 0.46910  -0.163
H: -0.95731 -0.71084 2.61390  0.266
H: 0.33029 1.49911 2.37067  0.455
H: -1.12251 0.15649 -1.42486  0.477
H: 2.66119 -0.90207 -2.38931  0.271
H: 3.68853 -1.08934 -1.12688  0.242

The calculation puts the HOMO energy (spin up / spin down) at -8.01 / -8.01 eV. The multiplicity is 1. For the electronic energy, the calculation gives -56525.701 eV. For the largest force on an atom, the calculation gives 0.117 hartree/bohr.

***

C4H5ClF2 | ωB97M-V with the def2-TZVPD basis set

Last column: Mulliken charge in e.
CARTESIAN COORDINATES (ANGSTROEM)
C: -0.84528 -1.32321 -1.44967  -0.569
C: 0.32579 -0.76552 -1.45013  -0.266
C: -0.08350 0.47597 1.51257  -0.380
C: 0.61790 0.92376 0.27259  0.470
F: 1.91219 1.12859 0.38129  -0.242
F: -0.01414 2.01448 -0.19799  -0.260
Cl: 0.78075 1.28672 2.83934  -0.194
H: -0.97436 -2.07707 -2.22652  0.268
H: -1.52854 -1.42767 -0.66987  0.283
H: 1.11695 -0.73784 -2.19855  0.324
H: -0.26153 -0.57825 1.65036  0.292
H: -1.04622 1.08006 1.53658  0.274

The calculation puts the HOMO energy (spin up / spin down) at -7.09 / -10.61 eV. The multiplicity is 3. For the electronic energy, the calculation gives -22180.166 eV. For the largest force on an atom, the calculation gives 0.050 hartree/bohr.

***

C4H5ClFN | ωB97M-V with the def2-TZVPD basis set

Last column: Mulliken charge in e.
CARTESIAN COORDINATES (ANGSTROEM)
F: -0.71218 2.42351 -0.00483  -0.316
C: -0.34971 1.11425 -0.02917  0.434
C: -1.16786 0.08537 0.01121  0.195
Cl: -2.90141 0.04432 -0.04315  -0.198
C: -0.35900 -1.17526 0.15585  -0.563
N: 1.04563 -0.78330 -0.11337  -0.428
C: 1.10109 0.67170 0.05444  -0.521
H: -0.72213 -1.92786 -0.50809  0.349
H: -0.40936 -1.56736 1.16427  0.221
H: 1.22218 -0.98395 -1.11819  0.303
H: 1.50778 0.89742 1.06635  0.188
H: 1.74497 1.20115 -0.63530  0.336

The calculation puts the HOMO energy at -9.32 eV. The multiplicity is 1. For the electronic energy, the calculation gives -20958.082 eV. The SMILES is FC1=C(Cl)CNC1. For the largest force on an atom, the calculation gives 0.032 hartree/bohr.

***

C4H5ClFNO4 | ωB97M-V with the def2-TZVPD basis set

Last column: Mulliken charge in e.
CARTESIAN COORDINATES (ANGSTROEM)
C: 2.54804 0.25690 0.88254  -1.011
C: 1.28640 0.30908 0.00547  0.807
O: 0.75481 1.31784 -0.40164  -0.539
O: 0.77127 -0.93504 -0.20913  -0.360
C: -0.39769 -0.92502 -0.94582  -0.634
C: -1.62245 -0.51383 0.04825  0.523
F: -1.37464 -0.72033 1.33902  -0.222
Cl: -3.21900 -1.23505 -0.34036  -0.155
N: -1.98904 1.02453 -0.08897  0.971
O: -2.45113 1.31855 -1.16026  -0.542
O: -1.89664 1.63175 0.91639  -0.544
H: 3.14898 1.07717 0.62796  0.374
H: 3.29262 -0.61925 0.59200  0.274
H: 2.15840 0.23818 1.90449  0.244
H: -0.49502 -0.27493 -1.78494  0.424
H: -0.51490 -1.95055 -1.38501  0.388

The calculation puts the HOMO energy at -11.02 eV. The multiplicity is 1. For the electronic energy, the calculation gives -29145.520 eV. The SMILES is CC(=O)OC[C@](F)(Cl)[N+](=O)[O-]. For the largest force on an atom, the calculation gives 0.065 hartree/bohr.